1.
DFT (ωB97M-V/def2-TZVPD) results for C4H7NO2 in the gas phase at a distorted geometry.

ORCA input file:
```
! RIJCOSX wB97M-V def2-TZVPD def2/J DEFGRID3
* xyz 0 1
O -0.2832 0.6982 1.3893
O 1.0381 0.2826 -0.5017
N -0.2711 0.1063 0.1077
C -0.6289 2.1088 1.1037
C -0.6176 -1.3147 0.4036
C 1.2604 -0.6253 -1.4977
C -0.8863 -2.4572 0.5864
H 1.4031 -1.6223 -1.0656
H 0.3872 -0.8168 -2.1913
H -0.9821 2.0892 0.0174
H -1.3125 2.3906 1.9168
H 0.2785 2.6826 0.8628
H -1.4031 -3.3265 0.8888
H 2.0175 -0.1955 -2.0201
*
```

energy above the lowest of the compared OMol25 structures with the same formula, charge and spin	185.6	kcal per mole
frontier orbital gap	10.19	eV
highest occupied orbital energy	-9.12	eV

2.
DFT (ωB97M-V/def2-TZVPD) results for a molecular structure, C5H13N at a distorted geometry.

ORCA input file:
```
! RIJCOSX wB97M-V def2-TZVPD def2/J DEFGRID3
* xyz 0 1
N -0.7131 0.1867 -0.2124
C -0.6735 1.6949 -0.6103
C 0.9986 -1.8784 1.3441
C -1.6237 2.4587 0.3539
C 0.7758 -0.5511 -0.8191
C 0.8111 -1.9383 -0.2711
H 1.0347 -0.5339 -1.9517
H -0.9722 1.7336 -1.6238
H 1.4611 0.1521 -0.3457
H 0.3305 2.1383 -0.5843
H 1.5748 -2.5864 -0.6302
H -1.2978 2.1885 1.3341
H -2.5954 2.0764 0.4741
H -0.4433 -0.4736 -1.1056
H 0.4684 -2.6211 1.9300
H 1.9887 -2.0837 1.5882
H 0.5410 -0.9037 1.6407
H -0.0427 -2.5630 -0.5639
H -1.6229 3.5038 0.0532
*
```

energy above the lowest of the compared OMol25 structures with the same formula, charge and spin	108.9	kcal per mole
frontier orbital gap	10.00	eV
highest occupied orbital energy	-8.86	eV

3.
DFT (ωB97M-V/def2-TZVPD) results for a molecular structure, C5H15N2OPS at a distorted geometry.

ORCA input file:
```
! RIJCOSX wB97M-V def2-TZVPD def2/J DEFGRID3
* xyz 0 1
S -1.1387 -0.3746 1.0818
P -0.5483 -2.0292 -1.1085
O 0.7558 -1.5726 -1.6644
N -1.8423 -2.1756 -2.1013
N -0.5366 -3.4979 -0.3668
C -0.4455 3.1814 -0.9956
C 0.4051 1.7904 1.4878
C 0.5885 -3.9510 0.4217
C -0.2275 1.0108 0.3815
C -0.9917 1.8669 -0.6223
H -1.9594 -1.6284 -3.0656
H 0.7485 2.8245 1.0505
H 1.2411 1.2452 2.0050
H -2.7677 -2.3720 -1.6077
H 0.5832 3.0756 -1.3777
H 0.6370 -3.5319 1.4144
H -0.4197 3.9221 -0.0609
H -2.0093 1.9928 -0.2246
H 0.7891 -5.0686 0.3793
H -1.4999 -3.7189 0.1080
H -1.1691 1.3172 -1.5842
H 1.4715 -3.4796 -0.0015
H -0.4006 2.0015 2.2335
H 0.5328 0.5671 -0.2719
H -0.8956 3.7171 -1.7765
*
```

energy above the lowest of the compared OMol25 structures with the same formula, charge and spin	29.2	kcal per mole
frontier orbital gap	8.06	eV
highest occupied orbital energy	-8.24	eV